# 1
DFT (wB97M-V/def2-TZVPD) results for a molecular structure, C14H22F6Na4O18S2 at a distorted geometry.

Structure (ORCA input):
```
! wB97M-V def2-TZVPD RIJCOSX def2/J DEFGRID3
* xyz 2 1
Na 22.684 -7.405 -18.540
Na 21.400 0.846 -20.528
Na 21.354 -3.735 -22.798
Na 24.981 -0.552 -16.016
C 26.959 -0.925 -22.926
F 26.968 0.409 -22.918
F 26.218 -1.359 -23.950
F 28.213 -1.334 -23.034
S 26.132 -1.608 -21.300
O 26.622 -2.986 -21.247
O 26.644 -0.804 -20.173
O 24.677 -1.514 -21.432
C 18.030 -2.831 -17.171
F 17.818 -3.370 -16.005
F 17.252 -3.475 -18.003
F 17.699 -1.590 -17.057
S 19.855 -2.960 -17.854
O 19.742 -2.513 -19.268
O 20.736 -2.065 -17.108
O 20.251 -4.408 -17.795
C 15.768 -2.810 -23.866
C 15.209 -3.857 -24.838
O 13.837 -3.486 -24.863
C 13.695 -2.162 -24.550
O 12.654 -1.595 -24.630
O 14.868 -1.718 -24.102
H 16.801 -2.521 -24.057
H 15.656 -3.119 -22.826
H 15.265 -4.941 -24.731
H 15.553 -3.715 -25.862
C 19.756 1.544 -13.965
O 19.749 0.404 -13.131
C 20.941 -0.316 -12.937
O 22.044 0.086 -13.340
O 20.620 -1.318 -12.104
C 21.678 -1.998 -11.423
H 18.694 1.742 -14.109
H 20.216 1.264 -14.913
H 20.371 2.335 -13.537
H 21.367 -3.033 -11.281
H 21.683 -1.608 -10.405
H 22.693 -1.992 -11.820
C 9.167 -7.609 -11.789
O 9.632 -7.021 -13.014
C 10.915 -6.553 -13.044
O 11.793 -6.796 -12.185
O 11.075 -5.908 -14.218
C 12.321 -5.436 -14.546
H 9.788 -8.424 -11.418
H 8.171 -8.012 -11.973
H 9.092 -6.854 -11.006
H 12.446 -5.103 -15.577
H 13.040 -6.240 -14.390
H 12.552 -4.644 -13.834
C 18.727 -7.748 -12.998
O 17.996 -7.502 -11.797
C 18.089 -8.254 -10.699
O 18.894 -9.148 -10.578
O 17.133 -7.978 -9.882
C 16.891 -8.663 -8.684
H 18.209 -7.380 -13.884
H 19.014 -8.771 -13.243
H 19.631 -7.141 -12.953
H 15.829 -8.864 -8.544
H 17.223 -8.087 -7.821
H 17.450 -9.598 -8.664
*
```

Gap between HOMO and LUMO (eV): 5.490
LUMO energy (Ha): -0.27204
E (eV): -107354.7701

Results of the Mulliken charge analysis, in e, for atoms 1 through 6: 0.99 0.98 0.98 0.99 0.60 -0.22


# 2
DFT (wB97M-V/def2-TZVPD) results for a gas-phase ion, C14H22N (charge +1) at a distorted geometry.

Structure (ORCA input):
```
! wB97M-V def2-TZVPD RIJCOSX def2/J DEFGRID3
* xyz 1 1
C 0.298 2.874 0.788
N 0.717 1.665 0.061
C -0.012 0.366 0.573
C 0.545 0.132 1.989
C -1.567 0.590 0.605
C -2.349 -0.695 0.806
C -1.988 -1.692 -0.009
C -0.998 -1.185 -1.054
C -1.444 0.175 -1.807
C -2.013 1.129 -0.688
C 0.334 -0.887 -0.289
C 0.795 -2.141 0.425
C 2.130 -2.301 0.280
C 2.708 -1.197 -0.663
C 1.481 -0.622 -1.334
H -0.685 3.060 0.715
H 0.640 3.036 1.707
H 0.695 3.715 0.228
H 1.695 1.405 0.143
H 0.421 1.766 -0.902
H 1.562 -0.301 2.021
H -0.143 -0.709 2.241
H 0.454 0.935 2.711
H -1.750 1.386 1.388
H -2.829 -0.878 1.802
H -2.396 -2.615 0.182
H -0.836 -2.018 -1.663
H -2.297 0.095 -2.477
H -0.710 0.801 -2.279
H -1.926 2.144 -0.881
H -3.183 1.018 -0.816
H 0.148 -2.800 1.106
H 2.827 -3.101 0.463
H 3.297 -0.500 -0.145
H 3.373 -1.694 -1.321
H 1.687 0.363 -1.769
H 1.321 -1.319 -2.138
*
```

Gap between HOMO and LUMO (eV): 9.883
LUMO energy (Ha): -0.10150
Energy above the lowest of the compared OMol25 structures with the same formula, charge and spin (kJ/mol): 357.4
E (eV): -16355.5822
Structure (SMILES): C[NH2+][C@@]1(C)[C@@H]2C=C[C@@H](CC2)[C@]12C=CCC2

Results of the Mulliken charge analysis, in e, for atoms 1 through 6: -1.16 0.24 -0.30 -1.26 -0.26 -0.83


# 3
DFT (wB97M-V/def2-TZVPD) results for a single C14H22N2O3 molecule at a distorted geometry.

Structure (ORCA input):
```
! wB97M-V def2-TZVPD RIJCOSX def2/J DEFGRID3
* xyz 0 1
C -6.047 -0.977 -0.193
C -4.460 -0.847 0.004
O -3.755 -1.679 0.307
N -4.124 0.412 -0.176
C -2.867 0.794 -0.132
C -1.860 0.118 0.475
C -0.644 0.651 0.742
C -0.390 2.154 0.203
O 0.836 2.626 0.337
C 1.987 2.173 0.863
C 2.544 1.252 -0.466
O 3.332 2.026 -1.017
C 3.343 0.031 0.272
N 2.625 -0.752 0.827
C 2.229 -2.156 0.163
C 1.471 -1.883 -0.943
C 3.618 -2.996 0.109
C -1.513 2.928 -0.175
C -2.664 2.284 -0.238
H -6.690 -0.306 0.418
H -6.431 -0.549 -1.206
H -6.310 -2.090 0.020
H -4.872 1.146 -0.166
H -1.912 -0.839 0.446
H 0.309 0.353 0.918
H 2.671 2.715 1.111
H 1.725 1.361 1.679
H 1.754 0.920 -0.924
H 2.954 2.688 -1.349
H 3.904 -0.253 -0.714
H 4.116 0.461 0.732
H 2.844 -0.981 1.943
H 1.611 -2.707 0.996
H 1.322 -2.840 -1.444
H 2.180 -1.430 -1.635
H 0.676 -1.226 -1.231
H 4.030 -3.322 1.085
H 3.307 -3.842 -0.288
H 4.166 -2.607 -0.459
H -1.414 4.050 -0.372
H -3.598 3.140 -0.523
*
```

Gap between HOMO and LUMO (eV): 7.566
LUMO energy (Ha): 0.02701
Energy above the lowest of the compared OMol25 structures with the same formula, charge and spin (kJ/mol): 1481.5
E (eV): -23984.1603
Structure (SMILES): CC(=O)Nc1ccc(OC[C@@H](O)CNC(C)C)cc1

Results of the Mulliken charge analysis, in e, for atoms 1 through 6: -1.21 0.60 -0.50 -0.10 0.55 -0.97


# 4
DFT (wB97M-V/def2-TZVPD) results for 2 unconnected molecules or ions with the total composition C14H22N2O4S at a distorted geometry.

Structure (ORCA input):
```
! wB97M-V def2-TZVPD RIJCOSX def2/J DEFGRID3
* xyz 0 1
N 0.318 -1.243 2.781
C 1.128 -0.545 1.772
C 1.807 -1.517 0.783
C 2.688 -2.380 1.625
C 2.192 -3.538 2.192
C 3.028 -4.174 3.104
C 4.382 -3.808 3.247
C 4.907 -2.646 2.692
C 3.986 -1.928 1.936
C 0.247 0.382 0.957
O -0.893 0.598 1.284
O 0.899 1.062 0.017
H -0.464 -0.743 2.834
H 0.686 -1.346 3.662
H 1.884 0.094 2.216
H 1.039 -2.084 0.208
H 2.465 -0.880 0.029
H 1.136 -3.651 2.129
H 2.680 -5.064 3.704
H 4.992 -4.414 3.888
H 5.882 -2.241 2.905
H 4.300 -0.972 1.593
H 0.292 1.633 -0.435
C -3.104 -0.592 -1.551
S -3.932 0.684 -2.517
C -3.873 2.182 -1.539
C -2.529 2.931 -1.303
C -1.738 3.360 -2.571
N -2.813 3.931 -3.438
C -1.112 2.267 -3.379
O -1.526 2.026 -4.580
O -0.187 1.588 -2.640
H -3.275 -1.548 -2.015
H -2.029 -0.385 -1.446
H -3.560 -0.638 -0.498
H -4.482 1.974 -0.599
H -4.527 2.902 -2.169
H -2.728 3.877 -0.800
H -1.935 2.281 -0.677
H -0.856 4.080 -2.219
H -2.386 4.408 -4.205
H -3.222 3.149 -3.860
H 0.236 0.928 -3.117
*
```

Gap between HOMO and LUMO (eV): 8.837
LUMO energy (Ha): 0.01299
Energy above the lowest of the compared OMol25 structures with the same formula, charge and spin (kJ/mol): 246.2
E (eV): -36879.4482
Structure (SMILES): N[C@@H](Cc1ccccc1)C(=O)O.CSCC[C@H](N)C(=O)O

Results of the Mulliken charge analysis, in e, for atoms 1 through 6: -0.61 0.63 -0.97 0.45 -0.33 -0.61


# 5
DFT (wB97M-V/def2-TZVPD) results for a molecular structure, C14H22N4O3SZr.

Structure (ORCA input):
```
! wB97M-V def2-TZVPD RIJCOSX def2/J DEFGRID3
* xyz 2 1
Zr 0.296 0.254 -0.201
N -0.919 2.229 0.218
C -2.351 2.114 -0.175
C -2.460 1.226 -1.400
N -1.845 -0.117 -1.160
C -1.623 -0.788 -2.475
C -0.761 -2.026 -2.331
N 0.476 -1.680 -1.575
C -2.735 -0.933 -0.273
C -1.987 -1.825 0.706
N -0.923 -1.046 1.385
H -0.824 2.570 1.173
H -0.464 2.936 -0.359
H -2.785 3.090 -0.393
H -2.899 1.707 0.674
H -1.920 1.686 -2.229
H -3.504 1.120 -1.705
H -1.126 -0.069 -3.127
H -2.582 -1.046 -2.932
H -0.522 -2.417 -3.319
H -1.286 -2.818 -1.802
H 1.185 -1.360 -2.236
H 0.883 -2.507 -1.144
H -3.414 -1.534 -0.884
H -3.362 -0.247 0.296
H -1.509 -2.667 0.211
H -2.700 -2.242 1.419
H -0.285 -1.669 1.878
H -1.322 -0.462 2.120
O 2.189 -0.564 0.406
C 2.350 0.520 1.087
O 1.318 0.967 1.671
C 3.619 1.287 1.073
C 4.289 1.452 2.276
C 5.486 2.156 2.326
C 5.995 2.730 1.176
C 5.306 2.617 -0.026
C 4.126 1.896 -0.085
S 3.351 1.830 -1.696
H 3.883 1.011 3.178
H 6.009 2.258 3.266
H 6.922 3.286 1.206
H 5.690 3.102 -0.915
O 0.881 1.088 -2.069
C 1.774 1.507 -1.251
*
```

Gap between HOMO and LUMO (eV): 8.394
LUMO energy (Ha): -0.23353
Energy above the lowest of the compared OMol25 structures with the same formula, charge and spin (kJ/mol): 0.0
E (eV): -39083.8263

Results of the Mulliken charge analysis, in e, for atoms 1 through 6: 0.71 -0.43 -0.82 -0.61 0.24 -0.77


# 6
DFT (wB97M-V/def2-TZVPD) results for a molecular structure, C14H22O11Rb at a distorted geometry.

Structure (ORCA input):
```
! wB97M-V def2-TZVPD RIJCOSX def2/J DEFGRID3
* xyz -1 1
Rb -2.861 2.692 5.757
O 3.038 -0.155 1.946
C 1.848 -0.695 1.411
C 0.455 0.104 1.616
O 0.075 0.450 2.970
H 1.647 -1.741 1.639
H 2.078 -0.849 0.356
H -0.322 -0.560 1.236
H 0.548 1.036 1.059
C -4.359 1.986 -1.178
C -5.467 2.014 -0.101
C -5.081 1.217 1.151
O -5.274 1.980 2.216
C -5.824 3.081 1.799
O -6.465 3.840 2.534
O -5.572 3.242 0.519
H -4.596 2.847 -1.802
H -4.226 1.163 -1.879
H -3.385 2.101 -0.701
H -6.430 1.688 -0.493
H -4.070 0.851 0.973
H -5.653 0.307 1.332
C 4.405 -7.593 0.495
C 3.625 -6.228 0.641
C 2.514 -5.916 -0.365
O 1.408 -5.796 0.505
C 1.665 -6.106 1.735
O 0.703 -6.058 2.616
O 2.936 -6.393 1.889
H 5.019 -7.811 1.369
H 5.036 -7.644 -0.392
H 3.638 -8.347 0.320
H 4.211 -5.334 0.852
H 2.575 -6.740 -1.075
H 2.767 -5.052 -0.981
C 2.412 4.050 -1.065
C 1.417 3.842 -2.294
C 0.296 4.859 -2.280
O 0.439 5.579 -3.502
C 1.561 5.214 -4.118
O 2.038 5.526 -5.196
O 2.160 4.227 -3.437
H 2.234 3.816 -0.015
H 2.780 5.072 -0.972
H 3.377 3.562 -1.197
H 0.979 2.844 -2.279
H 0.366 5.480 -1.387
H -0.667 4.351 -2.228
*
```

Gap between HOMO and LUMO (eV): 2.085
LUMO energy (Ha): 0.02983
Energy above the lowest of the compared OMol25 structures with the same formula, charge and spin (kJ/mol): 772.1
E (eV): -38045.1486

Results of the Mulliken charge analysis, in e, for atoms 1 through 6: 0.46 -0.84 -0.26 0.02 -0.76 0.06


# 7
DFT (wB97M-V/def2-TZVPD) results for a molecular structure, C14H22O5PTc at a distorted geometry.

Structure (ORCA input):
```
! wB97M-V def2-TZVPD RIJCOSX def2/J DEFGRID3
* xyz 3 4
O -0.651 -3.462 -5.086
C -0.292 -2.636 -4.377
Tc 2.004 0.371 -1.045
C 3.202 1.525 -0.043
O 4.013 2.170 0.486
C 4.952 0.617 -3.598
O 5.452 0.050 -4.463
C 1.392 1.273 -2.675
O 0.968 1.812 -3.628
C 2.859 -1.331 -1.275
O 3.483 -2.349 -1.344
H 0.532 -0.133 -1.286
C 0.007 2.779 0.166
C -0.096 1.639 1.173
C -1.260 1.927 2.133
P -0.079 0.019 0.389
C 0.451 -1.346 1.480
C -0.040 -1.239 2.938
C 0.142 -2.717 0.897
C -1.740 -0.415 -0.303
C -2.790 -0.850 0.724
C -2.234 0.690 -1.229
H -0.827 2.788 -0.541
H 0.948 2.791 -0.402
H -0.028 3.692 0.766
H 0.836 1.599 1.756
H -2.224 2.016 1.610
H -1.357 1.189 2.941
H -1.057 2.903 2.601
H 1.543 -1.157 1.443
H -1.136 -1.292 2.987
H 0.354 -2.103 3.495
H 0.299 -0.322 3.443
H 0.755 -2.916 0.018
H 0.379 -3.469 1.650
H -0.907 -2.823 0.627
H -1.479 -1.286 -0.926
H -2.970 -0.073 1.481
H -3.745 -1.025 0.202
H -2.521 -1.781 1.238
H -1.485 0.959 -1.983
H -3.121 0.322 -1.761
H -2.531 1.594 -0.682
*
```

Gap between HOMO and LUMO (spin up / spin down) (eV): 5.625 / 5.000
LUMO energy (spin up / spin down) (Ha): -0.56392 / -0.58657
Energy above the lowest of the compared OMol25 structures with the same formula, charge and spin (kJ/mol): 0.0
E (eV): -36562.4360
<S²>: 3.78

Results of the Mulliken charge analysis, in e, for atoms 1 through 6: -0.12 0.12 -0.27 0.26 -0.04 0.16


# 8
DFT (wB97M-V/def2-TZVPD) results for a molecular structure, C14H23BCdN6 at a distorted geometry.

Structure (ORCA input):
```
! wB97M-V def2-TZVPD RIJCOSX def2/J DEFGRID3
* xyz 0 1
H 0.298 3.657 0.041
N 0.085 1.899 -1.157
B -0.274 0.322 -3.142
N 0.070 1.698 -2.521
C 0.372 2.851 -3.151
Cd 0.549 0.408 0.489
H 0.443 2.875 -4.227
C 0.563 3.839 -2.183
H 0.855 4.857 -2.344
C 0.321 3.216 -0.948
H -0.208 0.362 -4.333
C -2.416 -2.664 2.355
H -1.813 -3.011 3.198
H -1.782 -2.095 1.673
H -2.851 -3.511 1.820
N -1.724 -0.109 -2.735
N 0.710 -0.741 -2.582
N -2.043 -0.294 -1.404
N 0.936 -0.933 -1.237
C -2.800 -0.360 -3.514
C 1.398 -1.658 -3.291
H -2.720 -0.276 -4.587
H 1.366 -1.629 -4.373
C -3.862 -0.703 -2.676
C 2.060 -2.492 -2.392
C -3.332 -0.649 -1.366
C 1.712 -2.037 -1.113
H -4.861 -0.949 -2.970
H 2.709 -3.309 -2.633
H -3.854 -0.856 -0.440
H 1.951 -2.466 -0.146
H -3.218 -2.017 2.715
C 2.711 0.219 4.497
C 1.507 0.158 3.540
C 0.275 0.808 4.187
C 1.868 0.756 2.186
H 3.072 1.249 4.617
H 3.534 -0.381 4.091
H 2.453 -0.179 5.483
H 1.277 -0.913 3.388
H 0.318 1.905 4.152
H -0.648 0.486 3.691
H 0.191 0.511 5.241
H 2.000 1.837 2.272
H 2.802 0.316 1.830
*
```

Gap between HOMO and LUMO (eV): 9.067
LUMO energy (Ha): 0.01768
Energy above the lowest of the compared OMol25 structures with the same formula, charge and spin (kJ/mol): 0.0
E (eV): -29073.3910

Results of the Mulliken charge analysis, in e, for atoms 1 through 6: 0.44 -0.69 0.41 0.39 -0.18 0.55